Entry 1:
A structure of composition C28H49FInO16. Source: the Open Molecules 2025 dataset; level of theory: ωB97M-V/def2-TZVPD.

As for the charge: -1. The total energy is -2590.1403 hartree. Its molar mass is 775.500 g mol⁻¹.

Positions of all 95 atoms, in Å:
C 3.076 -1.461 -1.610
H 1.557 -6.009 2.957
H -5.623 0.008 -4.067
H 0.811 -2.301 4.613
H 3.032 -6.399 3.884
H 0.676 -4.915 -1.913
H 3.979 -0.948 -1.240
H -2.858 -5.539 -2.060
H 0.897 4.911 0.594
O 3.032 -1.352 -3.027
C -0.028 -5.411 -2.584
C -0.494 -1.698 -0.167
H -0.364 -0.807 0.463
H -4.709 -2.611 -3.434
H -0.179 2.676 -1.205
H 1.368 3.555 -1.352
H -5.190 -0.545 -1.831
C 1.742 -4.856 5.851
C 0.635 3.153 -0.658
C -4.589 0.310 -2.159
C 0.740 2.257 1.420
H -0.603 -0.567 3.629
H -1.579 -4.753 -3.917
H -2.479 0.538 -2.442
O 0.958 1.489 2.304
O -1.055 8.568 -1.845
C 0.160 8.285 0.083
H 1.754 0.118 -0.941
C -0.228 -2.295 4.942
F -5.294 1.432 -1.598
H -2.011 -1.075 4.598
C 1.843 -0.966 -0.877
H 4.098 3.922 2.270
C -1.025 7.246 -1.545
C 3.564 5.903 -0.090
O 3.284 4.763 0.572
H 0.718 -2.585 -1.744
O -0.778 -3.596 4.686
C 1.185 -6.854 4.956
C -0.652 9.312 -0.692
H 1.210 8.273 -0.214
H 2.008 -1.178 0.185
O 1.789 -3.953 6.623
H 1.633 0.071 -3.613
C 0.142 4.165 0.359
H 3.188 0.058 -4.476
H -4.251 -3.760 -1.482
H -1.545 9.629 -0.151
C -3.173 0.266 -1.638
O -1.506 -2.315 3.037
H 6.252 5.594 1.483
C -1.203 -4.496 -2.924
H -3.085 1.008 -0.841
C -2.338 -4.579 -1.905
H 3.090 0.714 -2.831
H 0.082 -0.979 -2.101
O 1.270 2.176 0.182
H -3.705 -3.901 -4.075
H 0.075 8.373 1.162
C 2.713 -0.067 -3.502
C -1.404 -3.574 3.477
H -0.083 10.181 -1.008
H 4.992 3.636 0.759
H -0.860 -3.459 -2.977
H 3.209 -2.527 -1.414
In -2.655 -1.706 -0.673
H 4.851 6.241 2.374
O -0.048 3.347 1.528
H 1.517 -7.880 5.083
O -1.448 6.379 -2.233
H -1.878 -4.637 -0.911
H -3.863 -0.033 -4.163
O 1.986 -4.749 4.530
C -1.115 -1.415 4.076
C -3.702 -3.035 -3.394
O -1.780 -4.556 2.919
C 1.997 -6.056 3.949
O -0.439 7.059 -0.339
H -0.263 -2.554 0.476
H -0.263 -2.099 6.009
C 0.516 -1.603 -1.311
H -0.381 -6.312 -2.075
C 5.170 5.687 1.490
C -3.329 -3.410 -1.956
H -4.693 1.510 -3.914
H 0.524 -5.737 -3.467
O 4.748 6.409 0.326
C 4.428 4.368 1.337
O 2.863 6.402 -0.911
O 1.415 -6.128 6.173
H -0.789 4.651 0.086
C -4.707 0.447 -3.669
H -3.612 -1.736 0.828
H -3.040 -2.289 -3.842
H 0.118 -6.825 4.734


Entry 2:
The molecule C5H6O. Source: the Open Molecules 2025 dataset; level of theory: ωB97M-V/def2-TZVPD.

As for the structure (SMILES): C#CC(=O)CC. For the energy relative to the best compared isomer or geometry (same formula, charge and spin), the calculation gives 165.1 kJ/mol. The total energy is -269.2834 hartree. Its molar mass is 82.102 g mol⁻¹.

Positions of all 12 atoms, in Å:
H -2.722 0.270 0.195
C 2.971 0.456 0.505
C 0.623 -0.467 -0.365
H 3.917 0.834 0.828
H -0.364 0.976 0.871
O 0.541 -1.194 -1.330
H -0.678 -0.702 1.269
H -1.766 0.755 -1.219
C -0.581 -0.002 0.427
H -2.010 -0.960 -0.880
C 1.919 0.018 0.116
C -1.851 0.016 -0.416


Entry 3:
A structure of composition C38H35ClF5FeN4O2SSi. Source: the Open Molecules 2025 dataset; level of theory: ωB97M-V/def2-TZVPD.

For the energy relative to the best compared isomer or geometry (same formula, charge and spin), the calculation gives 78.2 kJ/mol. As for the charge: -1. The total energy is -4749.5094 hartree. Its molar mass is 826.165 g mol⁻¹.

Positions of all 88 atoms, in Å:
C 4.649 -0.623 2.596
C 2.930 -2.798 0.316
O -1.861 1.725 -0.874
N -1.580 2.014 1.891
C 2.865 -4.182 0.371
H 2.512 1.144 -3.401
C -2.913 2.448 -0.839
C 1.432 1.197 -3.560
H 7.190 1.339 3.685
C -1.845 -1.810 1.478
C -2.990 -4.452 -4.576
N -1.738 -0.490 1.611
C 4.383 1.617 1.811
C -0.544 5.447 1.036
H 5.899 3.016 2.399
C -3.297 -2.176 -3.886
H 1.158 -1.451 -1.550
H -0.307 1.820 -2.434
N 0.862 0.624 -1.195
N -2.244 1.487 2.799
C 1.179 -4.029 2.073
C 0.750 1.629 -2.267
C -3.120 -2.471 -2.524
H 2.863 -0.100 -1.368
H -1.285 7.287 1.846
C 3.905 0.302 1.860
F -2.632 -4.232 -1.003
H 0.561 0.345 2.822
Si 2.228 -0.125 1.077
C 0.346 -0.721 -1.642
H -3.091 3.692 3.346
F -2.522 -6.071 -2.934
H -0.433 -1.741 -3.340
C 6.278 1.051 3.177
H -3.441 -0.077 4.461
H -0.018 3.459 0.406
C -3.094 -1.995 3.504
C 5.822 -0.257 3.247
H 1.141 1.797 2.020
H -0.468 -1.052 -0.993
S -3.222 -1.280 -1.278
F -3.524 -0.911 -4.272
C 2.115 -1.999 1.125
C -2.278 5.580 2.696
H 3.629 -2.328 -0.370
C -3.002 -0.619 3.635
C 0.833 0.755 1.842
H -4.044 3.875 -1.990
C -0.637 4.063 1.057
C 1.244 -2.642 2.004
Fe -0.723 0.948 0.485
C 1.988 -4.801 1.254
H 3.822 2.369 1.263
F -3.452 -2.783 -6.168
H 2.696 1.510 -0.681
H 4.304 -1.649 2.663
H 0.461 -0.084 -5.034
F -2.926 -5.387 -5.543
H 0.601 -2.048 2.642
C -1.542 3.446 1.903
C 2.247 0.512 -0.692
C -2.787 -4.790 -3.252
H -3.616 -2.585 4.247
H -3.297 2.564 -2.954
H 6.381 -0.995 3.810
Cl -1.794 4.334 -2.526
H -1.390 -2.245 0.602
C -0.164 -0.718 -3.073
C 0.891 -0.173 -4.035
H 1.182 2.564 -1.901
H -1.082 -0.129 -3.127
H 1.715 -0.890 -4.105
H -2.929 6.174 3.326
C -2.510 -2.600 2.405
C -1.358 6.207 1.860
C -2.320 0.087 2.661
H -2.568 -3.669 2.251
H 0.493 -4.505 2.764
C -3.250 -3.130 -4.884
O -3.727 2.538 0.073
C -3.171 3.246 -2.117
C 5.553 1.991 2.455
H 3.496 -4.780 -0.276
H 1.940 -5.882 1.303
C -2.373 4.202 2.720
H 1.264 1.971 -4.312
H 0.158 5.928 0.369
C -2.851 -3.823 -2.269


Entry 4:
The ion C5H13N2S with charge -1. Source: the Open Molecules 2025 dataset; level of theory: ωB97M-V/def2-TZVPD.

As for the structure (SMILES): C[C@@H](C[S-])NCCN. For the energy relative to the best compared isomer or geometry (same formula, charge and spin), the calculation gives 207.2 kJ/mol. As for the charge: -1. The total energy is -705.9593 hartree. Its molar mass is 133.240 g mol⁻¹.

Positions of all 21 atoms, in Å:
N 2.884 0.685 -2.132
N 0.416 0.917 -0.407
H 2.746 -0.101 -2.827
C 1.685 1.321 0.133
H -0.071 1.090 2.631
H -2.378 0.215 -0.580
C 2.610 0.333 -0.619
H 1.656 1.133 1.249
H -0.208 1.575 -0.593
H 1.949 -0.706 -0.650
H 1.990 2.461 -0.063
H -1.485 0.164 2.454
H 3.597 0.225 -0.165
H 2.341 1.531 -2.322
H -1.464 1.575 1.492
C -0.863 0.750 1.803
C -0.421 0.026 0.523
H -1.123 -0.893 -1.216
H 0.217 -0.809 0.909
S -2.469 -1.888 0.510
C -1.571 -0.508 -0.290


Entry 5:
A structure of composition C31H23MnN11O3. Source: the Open Molecules 2025 dataset; level of theory: ωB97M-V/def2-TZVPD.

For the energy relative to the best compared isomer or geometry (same formula, charge and spin), the calculation gives 57.1 kJ/mol. The spin multiplicity is 2. As for the expectation value of S²: 1.24. The total energy is -3174.2464 hartree. Its molar mass is 652.537 g mol⁻¹.

Positions of all 69 atoms, in Å:
N -1.408 0.837 0.196
C 1.198 -0.786 -4.144
C -1.577 -0.483 -4.125
C 3.271 -0.644 -2.953
O 0.453 -0.019 2.279
C -1.935 1.887 -0.234
H 0.638 5.728 2.837
C -1.582 -3.668 1.212
H 2.205 2.969 -1.306
C 0.438 -1.067 -5.307
H -2.469 4.362 -1.238
C 3.279 0.169 -0.551
C -0.014 3.702 2.129
H -4.008 -1.433 1.942
C -1.415 4.101 -1.265
H -3.010 2.024 -0.209
N 0.266 2.476 -0.862
H 0.955 -1.406 -6.201
N -0.340 -1.422 0.135
C -1.013 2.860 -0.812
H -1.098 3.717 2.118
C 1.184 3.333 -1.296
H 4.345 -0.739 -2.852
C -2.095 -4.798 1.841
H 3.119 4.565 2.552
C 0.880 4.726 2.512
C 2.603 -0.938 -4.096
H -4.953 -3.431 3.051
H 0.175 -4.562 0.567
H 2.518 -2.297 2.861
N 0.640 2.605 1.788
N -2.083 -0.845 4.700
C 0.215 -2.589 0.108
O 2.520 0.617 0.382
C 2.538 -0.186 -1.836
H 1.652 5.291 -2.041
N -2.248 -0.169 0.601
N -0.350 -3.704 0.565
H -3.697 -5.573 3.010
C 0.142 -1.791 3.789
C 0.540 -0.335 -2.978
C 2.130 4.169 2.367
C 0.870 4.613 -1.719
H -1.490 -1.129 -6.195
O 4.487 0.005 -0.504
C -3.498 -2.386 1.897
H 1.206 -2.691 -0.323
H 2.621 2.190 1.727
C -0.870 -0.200 -2.993
H -1.361 0.126 -2.087
N 1.236 -0.036 -1.836
N 1.089 -4.059 4.596
N 2.017 -1.637 2.290
H 3.132 -1.291 -4.977
C -2.271 -2.458 1.234
C 0.633 -3.044 4.268
C -0.460 4.993 -1.716
N 1.937 2.907 1.936
Mn 0.562 0.735 0.330
C -1.623 -1.297 0.653
H -1.535 -5.729 1.833
C -4.012 -3.499 2.518
C 0.859 -1.092 2.791
C -0.915 -0.916 -5.301
H 2.573 -0.992 1.748
C -1.085 -1.266 4.291
C -3.307 -4.705 2.492
H -2.655 -0.380 -4.125
H -0.749 5.980 -2.064


Entry 6:
A cluster of 4 separate species, C31H65FNO11PS3 in total. Source: the Open Molecules 2025 dataset; level of theory: ωB97M-V/def2-TZVPD.

As for the structure (SMILES): O=C(F)CP(CCCS)CCCSC(=S)N1CCOCC1.COCCOCCOC.COCCOCCOC.COCCOCCOC. The total energy is -3737.8279 hartree. Its molar mass is 774.030 g mol⁻¹.

Positions of all 113 atoms, in Å:
H -5.879 -1.829 -3.093
O 2.627 2.514 -4.405
H -5.686 2.269 -2.280
H -1.572 -2.696 0.671
C 0.950 3.304 -5.986
C -0.702 -3.220 0.044
C 0.170 -0.903 0.545
H 1.310 -4.843 3.546
H 2.960 -5.261 -1.025
H 1.851 -4.172 0.924
C 6.335 -5.076 1.092
C 3.844 4.939 -7.748
H 2.252 -3.438 2.945
H -2.443 -3.320 -1.532
H -3.249 3.942 -1.091
H 5.737 -8.314 1.133
H -5.327 2.713 6.897
H -0.944 0.283 -2.600
H 4.005 -6.183 0.027
N 0.387 -2.214 -0.160
H -5.209 0.662 -5.218
C -0.786 3.339 5.600
H 3.412 6.550 -5.354
H 1.228 6.204 -4.386
H 4.712 -3.890 1.954
H 7.096 -4.785 1.823
O 5.774 -6.312 1.534
O -0.541 -3.928 -2.483
H 3.676 2.639 -2.657
C -5.443 1.376 -1.528
C -1.850 1.208 5.076
S -0.218 0.761 -0.208
H 2.218 6.396 -6.666
H -0.340 -4.120 0.739
C -2.111 2.136 -1.966
H 0.038 2.957 -6.485
H -4.081 0.336 -3.189
H -2.681 0.650 1.455
H 4.229 3.982 -8.110
C -3.296 1.496 5.499
C -1.468 0.658 -1.596
C 2.734 5.855 -5.861
H 1.355 1.264 -5.396
H 1.707 3.387 -6.764
H 2.935 -4.489 4.192
H 1.918 2.671 -2.455
H -2.076 3.165 0.170
O 3.525 4.787 -6.370
H -6.499 1.049 -1.094
H 1.110 2.427 6.090
C -1.398 -3.846 -1.291
C 5.255 -3.989 1.015
C -3.753 0.477 1.017
P -4.405 1.968 -0.040
C -2.828 2.899 -0.706
H 0.570 2.253 -4.138
C 1.326 2.255 -4.932
O -5.824 1.223 2.480
H -4.162 3.858 7.615
H -0.350 4.174 5.040
H 0.197 -2.315 -3.842
C 1.698 5.333 -4.858
H 0.010 0.152 8.458
H -7.146 -0.499 -2.494
H 2.162 4.768 -4.052
H 5.763 -3.031 0.856
H -1.887 0.523 4.221
C 0.884 -2.087 -1.570
H -4.335 -0.734 -1.656
H -1.207 2.838 -2.307
H -1.678 3.733 6.085
H 6.385 -7.321 -0.180
H 1.348 1.322 8.606
O 0.619 4.590 -5.447
O -3.328 2.219 6.724
H -3.760 -0.540 0.440
O -1.123 2.357 4.612
C 0.582 0.921 7.932
H 1.624 -5.937 0.869
C -4.360 3.198 6.766
O -0.313 1.951 7.547
H -3.821 0.550 5.665
C -4.844 0.078 -2.328
H -3.806 2.042 4.694
H 4.604 5.710 -7.871
O 2.908 -5.315 2.324
H -1.695 -4.971 -1.023
C 2.736 2.217 -3.023
H 6.808 -5.184 0.109
H -1.295 0.688 5.855
H 1.360 -1.024 -1.834
C 2.304 -4.472 3.299
O 4.355 -4.128 -0.092
H 1.050 0.456 7.059
H 1.798 -2.847 -1.681
S 0.340 -0.934 2.271
C 6.356 -7.442 0.907
C -0.185 -2.494 -2.746
H 2.748 1.131 -2.872
F -4.899 -0.928 3.096
S -6.369 -0.049 -4.824
H 0.616 3.733 7.199
H -2.265 -0.148 -1.290
H -1.219 -1.911 -2.659
C 2.360 -5.140 1.022
H -2.874 2.119 -2.853
C -6.135 -0.686 -3.063
H 2.952 5.184 -8.333
H 7.367 -7.610 1.298
C 3.455 -5.246 -0.047
C -4.877 0.297 2.243
H -4.358 3.809 5.858
C 0.261 2.874 6.621


Entry 7:
A structure of composition C2H6NO3. Source: the Open Molecules 2025 dataset; level of theory: ωB97M-V/def2-TZVPD.

For the energy relative to the best compared isomer or geometry (same formula, charge and spin), the calculation gives 237.3 kJ/mol. As for the charge: -1. The total energy is -360.2809 hartree. Its molar mass is 92.074 g mol⁻¹.

Positions of all 12 atoms, in Å:
H 0.876 -0.730 -2.381
O 1.513 2.313 1.078
H -0.743 -1.285 1.289
C -0.775 -0.958 0.319
H -0.617 -1.080 -2.011
O 0.054 -1.262 -2.705
N -0.280 0.316 0.217
C 0.743 1.404 1.478
O -1.382 -1.658 -0.502
H -0.115 1.798 2.080
H 1.287 0.429 1.803
H -0.560 0.713 -0.665